C36H60N2O8SSi | ωB97M-V with the def2-TZVPD basis set

```
! RIJCOSX wB97M-V def2-TZVPD def2/J DEFGRID3
* xyz 0 1
C -4.7329 -0.7460 -3.1904
C -3.1470 -0.5423 -2.8830
O -2.6852 0.7892 -3.1837
C -1.2481 0.7839 -3.5167
Si -0.1494 0.3992 -1.9814
C -0.9591 1.2899 -0.4872
C -1.6391 0.3198 0.6002
C -1.1925 0.7318 2.1179
C -1.0470 -0.6495 2.9469
C -2.1988 -1.7227 2.8629
C -2.0851 -3.0778 3.5997
C -0.7877 -3.3180 4.4359
C 0.3480 -2.2732 4.5673
C 0.2388 -0.8943 3.8140
C -0.0013 -1.5014 -1.8007
C 1.1566 -2.1855 -2.6846
S 0.4869 -3.1948 -4.1309
C 0.5989 -4.9857 -3.7026
N 1.5889 -5.9686 -4.0105
N 1.1799 -7.1429 -3.4180
C -0.0850 -6.8675 -2.7742
O -0.4743 -5.5141 -2.9160
C 1.6434 1.1419 -2.1282
C 2.6748 0.3785 -1.1400
C 2.2999 -0.1743 0.2564
C 3.3243 -0.9528 1.1643
C 4.7613 -1.1843 0.6411
C 5.1321 -0.5947 -0.7407
C 4.1267 0.1794 -1.6480
C 4.6846 0.7165 -3.0582
H -4.9572 -0.7855 -4.3104
H -5.0932 -1.7402 -2.7187
H -5.3176 0.0799 -2.6373
H -3.0326 -0.8318 -1.7647
H -2.5936 -1.3650 -3.4701
H -1.0271 1.8698 -3.8502
H -1.0276 0.1152 -4.4279
H -1.7029 2.0679 -0.9165
H -0.1488 1.9155 0.0529
H -1.5286 -0.7956 0.3959
H -2.7762 0.5375 0.5680
H -0.1314 1.1948 2.1214
H -1.9183 1.4693 2.6021
H -3.0908 -1.4080 2.2037
H -2.9299 -3.8276 3.4763
H -0.6894 -4.3255 4.9556
H 1.2828 -2.5018 5.2017
H 1.0976 -0.1479 3.8915
H -0.9747 -2.0787 -2.0289
H 0.2310 -1.7392 -0.6907
H 1.9707 -1.4774 -3.0514
H 1.6695 -2.9649 -2.0000
H -0.6369 -7.7026 -2.2369
H 1.9923 1.0008 -3.2193
H 1.5891 2.2703 -1.9192
H 1.2581 -0.0479 0.6961
H 2.9487 -1.3533 2.1709
H 5.4872 -1.7690 1.2929
H 6.2056 -0.7570 -1.1040
H 4.4336 0.0307 -3.9382
H 5.8238 0.8449 -2.9090
H 4.2868 1.7927 -3.2071
C 3.0610 -2.9010 11.2131
O 3.8181 -1.9701 10.4632
C 4.3657 -2.5315 9.2740
C 4.4158 -1.4957 8.1581
O 3.1424 -1.2022 7.5789
C 2.2233 -0.4679 8.3893
C 2.6078 0.9927 8.6075
O 3.6949 1.0999 9.5208
C 4.5692 2.1684 9.2114
H 3.7217 -3.6337 11.6864
H 2.5216 -2.3528 11.9872
H 2.3248 -3.4092 10.5822
H 3.7881 -3.3996 8.9434
H 5.3877 -2.8599 9.5128
H 5.0136 -1.9151 7.3430
H 4.9229 -0.5832 8.4725
H 2.0366 -0.9811 9.3336
H 1.2757 -0.4822 7.8412
H 1.7602 1.5325 9.0432
H 2.8593 1.4467 7.6413
H 4.9039 2.1126 8.1696
H 5.4480 2.0853 9.8521
H 4.0803 3.1287 9.4003
C -5.4548 4.9129 -9.7647
O -5.1936 3.9372 -8.7741
C -4.2888 2.9289 -9.2148
C -3.4133 2.4454 -8.0656
O -2.3906 3.3684 -7.6851
C -2.8148 4.5606 -7.0229
C -3.3259 4.3401 -5.6020
O -4.6146 3.7375 -5.6148
C -4.8113 2.8405 -4.5363
H -6.0794 4.4906 -10.5578
H -5.9869 5.7403 -9.2925
H -4.5239 5.3052 -10.1864
H -3.6566 3.2927 -10.0298
H -4.8958 2.0912 -9.5881
H -2.8824 1.5513 -8.4070
H -4.0062 2.1399 -7.2030
H -3.5350 5.1113 -7.6295
H -1.9226 5.1918 -6.9593
H -3.4215 5.3059 -5.0939
H -2.6067 3.7196 -5.0533
H -4.0051 2.1012 -4.4890
H -5.7482 2.3067 -4.7033
H -4.8774 3.3894 -3.5917
*
```

The HOMO-LUMO gap is 8.81 eV. The LUMO energy comes out at 0.16 eV. The max |F| is 5.8 eV/Å. As for the structure (SMILES): CCOC[Si@@](CCCc1ccccc1)(CCSc1nnco1)Cc1ccccc1C.COCCOCCOC.COCCOCCOC.

Results of the Löwdin charge analysis, in e, for atoms 1 through 5:
1 C -0.086
2 C -0.282
3 O -0.264
4 C -0.244
5 Si 0.640


C36H60OP2Ru | ωB97M-V with the def2-TZVPD basis set

```
! RIJCOSX wB97M-V def2-TZVPD def2/J DEFGRID3
* xyz 2 5
Ru 0.7383 -3.7061 -0.8766
C -0.5660 -1.1864 2.1549
C -1.5205 -2.2323 1.9009
C 0.5516 -2.9304 1.1156
C 0.6729 -1.5513 1.6707
C -0.8536 -3.3236 1.3273
C -0.8560 0.0377 2.9465
H -1.9354 0.2419 3.0016
H -0.3499 0.9187 2.5211
H -0.4938 -0.0524 3.9897
C 1.9515 -0.8515 1.9292
H 1.8444 0.2418 1.9229
H 2.6822 -1.1439 1.1693
H 2.3587 -1.1426 2.9119
C 1.6968 -3.8832 1.2771
H 1.4662 -4.6086 2.0713
H 2.5958 -3.3003 1.4999
H 1.9650 -4.4510 0.3368
C -1.4085 -4.6816 1.1605
H -1.1209 -5.3373 1.9962
H -1.0220 -5.1329 0.2277
H -2.5033 -4.6225 1.1217
C -2.9266 -2.1789 2.3444
H -2.9763 -2.0793 3.4434
H -3.4928 -3.0751 2.0561
H -3.4465 -1.3147 1.9028
C -0.2087 1.2318 -0.2531
C -1.4137 1.8648 -0.2997
C -2.7650 1.3881 0.1269
C -3.5732 0.8572 -1.0721
C -3.0283 -0.4772 -1.5247
C -1.7888 -0.7022 -1.9764
C -0.7022 0.1955 -2.4712
C 0.4050 0.5641 -1.4361
H -3.2636 2.2788 0.5401
H -3.5343 1.5938 -1.8982
H -2.7394 0.6440 0.9486
H 1.1618 1.2010 -1.9616
H 0.4296 1.3102 0.6393
H -1.4834 2.7963 -0.8916
H 0.9549 -0.3306 -1.0709
H -0.1702 -0.3756 -3.2675
H -1.4247 -1.7478 -1.8603
H -1.1015 1.1281 -2.9023
H -4.6403 0.7831 -0.7855
H -3.7786 -1.3008 -1.4582
P -0.5383 -2.2692 -4.3816
P -0.0349 -4.5654 -2.6256
C -0.6809 -3.9251 -5.1976
C 0.3352 -4.7477 -4.4321
H -0.4160 -3.8531 -6.2558
H -1.7179 -4.2801 -5.0717
H 0.3066 -5.8152 -4.6647
H 1.3559 -4.3579 -4.5583
C 1.1715 -5.7828 -1.9236
H 1.5003 -5.4223 -0.9060
H 2.0275 -5.8818 -2.6176
H 0.6117 -6.7216 -1.7825
C -1.7012 -5.2803 -2.5169
H -1.7736 -6.0569 -3.2908
H -2.4228 -4.4729 -2.7067
H -1.8952 -5.7012 -1.5214
C 0.7763 -1.5370 -5.4615
H 0.9325 -0.4960 -5.1501
H 0.4776 -1.5470 -6.5186
H 1.7205 -2.0829 -5.3514
C -2.0138 -1.5627 -5.2140
H -2.7541 -2.3475 -5.3904
H -1.7547 -1.1019 -6.1737
H -2.4633 -0.8007 -4.5752
C 3.2660 3.2794 5.6330
C 2.0466 3.4192 4.7350
C 0.8689 3.9993 5.5325
C 2.3131 4.2451 3.4891
C 3.2675 5.2391 3.4425
C 3.4431 6.0296 2.3075
C 2.6198 5.8625 1.1948
C 1.6338 4.8877 1.1681
C 0.6506 4.7393 0.0054
C -0.7636 5.1294 0.4263
C 1.0726 5.5231 -1.2347
C 1.5227 3.9577 2.2891
O 0.7981 2.9232 2.2299
H 3.5391 4.2409 6.0728
H 4.1161 2.8963 5.0684
H 3.0514 2.5826 6.4446
H 1.7450 2.4189 4.3942
H 1.1002 5.0253 5.8549
H -0.0372 4.0259 4.9149
H 0.6700 3.3849 6.4201
H 3.8928 5.4120 4.3228
H 4.2119 6.8052 2.2968
H 2.7353 6.5180 0.3293
H 0.6307 3.6669 -0.2481
H -0.7752 6.1553 0.8159
H -1.4455 5.0708 -0.4275
H -1.1209 4.4553 1.2101
H 2.1172 5.3275 -1.4957
H 0.4505 5.2345 -2.0869
H 0.9432 6.5973 -1.0658
*
```

The HOMO-LUMO gap (alpha / beta) is 5.21 / 5.27 eV. The calculation puts the energy relative to the best compared isomer or geometry (same formula, charge and spin) at 118.3 kcal per mole. The LUMO energy (alpha / beta) comes out at -7.23 / -7.19 eV. The max |F| is 3.1 eV/Å. Its expectation value of S² is 6.0770.

Results of the Löwdin charge analysis, in e, for atoms 1 through 5:
1 Ru 0.751
2 C -0.204
3 C -0.190
4 C -0.347
5 C -0.228


C36H61BF13NO12S | ωB97M-V with the def2-TZVPD basis set

```
! RIJCOSX wB97M-V def2-TZVPD def2/J DEFGRID3
* xyz 0 1
C 2.1185 -3.5251 -4.2670
B 2.6027 -2.0264 -4.0150
O 1.6524 -1.0308 -4.3276
N 3.9909 -1.6485 -3.3658
C 5.1029 -2.6389 -3.8321
O 6.0449 -2.9236 -3.1070
O 5.0826 -3.1026 -5.0320
C 4.4672 -0.3221 -3.8334
F 4.2950 -0.3465 -5.2275
F 5.8390 -0.1445 -3.7431
C 3.8135 1.0156 -3.3422
F 2.7785 0.9664 -2.4482
F 4.8045 1.8401 -2.7833
S 3.7170 -1.9541 -1.6606
O 3.7446 -3.3980 -1.4263
O 2.3006 -1.6437 -1.3973
C 4.9071 -1.2364 -0.4336
F 5.8236 -2.2441 -0.1767
F 5.6727 -0.1799 -0.8550
C 4.2678 -0.9098 0.9891
F 3.4349 -1.9886 1.2865
F 5.2984 -1.0012 1.9030
C 3.4007 0.3879 1.1225
F 2.0542 0.2035 0.8605
F 3.7961 1.4768 0.3918
C 3.4242 0.8664 2.6605
F 4.5806 1.4846 3.0114
F 3.0355 -0.1376 3.4932
F 2.4345 1.8380 2.7400
H 2.9337 -4.2910 -4.2481
H 1.3893 -3.8056 -3.4453
H 1.5836 -3.6395 -5.2731
H 1.4707 -1.1554 -5.2824
H 3.4523 1.6017 -4.2373
C -0.6989 -4.2979 -8.8372
C -1.8331 -4.7247 -7.9281
C -1.2804 -4.3904 -6.5546
O -0.4064 -3.2646 -6.7218
C -0.1736 -3.0645 -8.1246
H -1.0089 -4.0971 -9.8615
H 0.0702 -5.0732 -8.8590
H -2.7204 -4.1171 -8.1317
H -2.1074 -5.7735 -8.0322
H -0.6878 -5.2191 -6.1521
H -2.0637 -4.1418 -5.8359
H -0.7209 -2.1659 -8.4306
H 0.8919 -2.8999 -8.2998
C 0.3037 5.7535 2.9400
C 0.6102 4.3006 2.6412
C -0.2327 4.0482 1.4070
O -0.3161 5.2950 0.6994
C 0.1771 6.3411 1.5455
H 1.0658 6.2491 3.5430
H -0.6524 5.8299 3.4666
H 1.6714 4.1881 2.3981
H 0.3752 3.6262 3.4603
H -1.2501 3.7459 1.6765
H 0.1964 3.2842 0.7545
H 1.1523 6.6557 1.1572
H -0.5038 7.1946 1.5087
C -3.1378 3.3064 6.1967
C -2.4211 1.9706 6.1683
C -1.8095 1.9705 4.7800
O -1.5401 3.3405 4.4453
C -2.1901 4.1880 5.4032
H -3.3270 3.6825 7.2025
H -4.0970 3.2243 5.6759
H -1.6312 1.9579 6.9246
H -3.0740 1.1186 6.3450
H -2.5099 1.5748 4.0362
H -0.8841 1.3916 4.7289
H -1.4169 4.6203 6.0482
H -2.7051 5.0000 4.8851
C -1.5398 -7.6297 -12.4625
C -2.6769 -8.0579 -11.5557
C -2.1246 -7.7254 -10.1815
O -1.2499 -6.6005 -10.3470
C -1.0148 -6.3983 -11.7472
H -1.8482 -7.4266 -13.4884
H -0.7696 -8.4063 -12.4842
H -3.5632 -7.4496 -11.7597
H -2.9526 -9.1074 -11.6613
H -1.5331 -8.5546 -9.7792
H -2.9089 -7.4770 -9.4633
H -1.5609 -5.4987 -12.0530
H 0.0504 -6.2341 -11.9201
C -4.7211 6.3586 -0.8810
C -3.2983 6.4412 -0.3613
C -2.5166 5.7766 -1.4790
O -3.2337 6.0371 -2.6957
C -4.5236 6.5680 -2.3718
H -5.3958 7.0901 -0.4344
H -5.1271 5.3598 -0.6941
H -2.9981 7.4896 -0.2669
H -3.1535 5.9572 0.6047
H -2.4707 4.6915 -1.3409
H -1.4994 6.1591 -1.5631
H -4.5220 7.6339 -2.6259
H -5.2873 6.0687 -2.9716
C 2.4714 2.2711 8.8251
C 2.1211 1.4819 10.0709
C 0.6958 1.9301 10.3362
O 0.1125 2.2370 9.0629
C 1.1524 2.2734 8.0747
H 3.2892 1.8394 8.2472
H 2.7481 3.2938 9.0982
H 2.1407 0.4106 9.8490
H 2.7896 1.6678 10.9121
H 0.6724 2.8406 10.9445
H 0.1009 1.1627 10.8356
H 1.0511 1.3799 7.4482
H 1.0298 3.1562 7.4439
C -1.9178 -3.0193 7.8888
C -3.0066 -2.7065 8.8965
C -2.9626 -1.1897 8.9450
O -2.5420 -0.7460 7.6484
C -2.0641 -1.8739 6.9035
H -2.0200 -3.9988 7.4207
H -0.9382 -2.9726 8.3740
H -3.9750 -3.0404 8.5121
H -2.8496 -3.1685 9.8716
H -2.2275 -0.8360 9.6759
H -3.9321 -0.7493 9.1859
H -2.8065 -2.1062 6.1322
H -1.1223 -1.6178 6.4139
*
```

The HOMO-LUMO gap is 7.19 eV. The LUMO energy comes out at -1.84 eV. The max |F| is 9.4 eV/Å. As for the structure (SMILES): CB(O)[N@@+](C(=O)[O-])(C(F)(F)C(F)F)S(=O)(=O)C(F)(F)C(F)(F)C(F)(F)C(F)(F)F.C1CCOC1.C1CCOC1.C1CCOC1.C1CCOC1.C1CCOC1.C1CCOC1.C1CCOC1.

Results of the Löwdin charge analysis, in e, for atoms 1 through 5:
1 C 0.026
2 B -0.452
3 O 0.144
4 N 0.018
5 C -0.649


C36H61BrN2O17P3 | ωB97M-V with the def2-TZVPD basis set

```
! RIJCOSX wB97M-V def2-TZVPD def2/J DEFGRID3
* xyz -1 1
C 5.9140 4.1630 0.9757
C 5.2163 3.8292 0.0691
C 4.3808 3.4731 -1.0849
C 2.8429 3.6797 -0.8670
C 2.2769 2.3099 -0.4273
C 2.8963 1.7430 0.8582
O 2.2627 0.4618 1.0920
C 3.1423 -0.5762 1.1156
O 3.2767 -1.1945 2.1374
C 3.9293 -0.9586 -0.1202
C 3.0263 -1.4249 -1.2933
O 2.3609 4.1690 -2.1125
C 1.0244 3.8270 -2.4147
O 0.5139 4.9008 -3.1840
C 0.9435 2.5966 -3.3375
C -0.4476 2.3858 -3.9343
C -1.4429 1.9705 -2.8566
O -1.8348 2.8199 -2.0984
N -1.8961 0.6004 -2.7940
C -1.8966 0.1208 -1.4352
C -2.8397 0.5218 -0.4875
C -2.7873 0.0741 0.8210
C -1.7700 -0.7985 1.2070
C -0.8484 -1.2305 0.2684
C -0.9126 -0.7745 -1.0440
C 2.5619 4.7257 0.2211
O 1.1641 4.8685 0.3715
C 0.7774 5.4227 1.6299
C -0.1805 4.3918 2.2969
C 0.1710 4.0729 3.7332
O 0.9017 3.1724 3.9921
Br -0.6538 5.1833 5.0992
C -0.0746 6.7151 1.3962
O -0.7564 6.8340 0.3667
O 0.0048 7.5205 2.3579
P 3.2331 6.4481 -0.2145
N 2.3885 7.2412 -1.2625
H 6.5577 4.4809 1.7615
H 4.6976 4.0135 -1.9790
H 4.5355 2.4082 -1.2919
H 1.1996 2.3225 -0.2465
H 2.5324 1.5957 -1.2178
H 3.9680 1.5641 0.7420
H 2.7394 2.4123 1.7051
H 4.4482 -0.0564 -0.4703
H 4.6820 -1.6972 0.1422
H 2.1024 -0.8453 -1.3122
H 2.8426 -2.4933 -1.1705
H 3.5731 -1.2574 -2.2232
H 0.3598 3.7485 -1.5552
H -0.1810 5.3288 -2.6694
H 1.6657 2.7394 -4.1466
H 1.1953 1.6766 -2.7995
H -0.8593 3.2721 -4.4185
H -0.4293 1.6086 -4.7079
H -2.8076 0.4944 -3.2249
H -3.5960 1.2197 -0.8319
H -3.5199 0.4329 1.5343
H -1.7508 -1.1147 2.2441
H -0.0805 -1.9319 0.5801
H -0.1676 -1.1285 -1.7507
H 2.9412 4.3982 1.1975
H 1.6101 5.7333 2.2659
H -0.0639 3.4542 1.7444
H -1.2108 4.7133 2.1374
H 4.5314 6.2439 -0.7504
H 3.3616 7.1861 0.9936
H 1.5710 6.7106 -1.5430
O -3.2949 -2.5527 -3.8191
P -3.2451 -3.0558 -5.2264
O -4.5575 -4.0526 -5.2474
C -5.8355 -3.4847 -4.9561
C -6.3669 -2.6271 -6.0953
O -2.0000 -4.1193 -5.0300
C -1.0593 -3.9349 -3.9643
C -1.4323 -4.7644 -2.7495
O -3.0075 -3.0782 -6.8382
C -3.0253 -4.3068 -7.5830
C -4.3628 -4.5877 -8.2378
H -5.7811 -2.8989 -4.0361
H -6.5157 -4.3163 -4.7705
H -5.6037 -1.9466 -6.4800
H -7.2237 -2.0398 -5.7624
H -6.6951 -3.2478 -6.9291
H -0.9787 -2.8803 -3.7034
H -0.0796 -4.2379 -4.3381
H -2.5023 -4.7441 -2.5482
H -0.8963 -4.4219 -1.8635
H -1.1713 -5.8119 -2.9202
H -2.7109 -5.1491 -6.9720
H -2.2774 -4.1787 -8.3669
H -5.0748 -5.0052 -7.5283
H -4.2455 -5.3262 -9.0334
H -4.7998 -3.6786 -8.6514
O -1.5442 -1.8302 6.7454
P -0.1079 -2.1899 6.9136
O 0.3645 -2.5884 5.4025
C 0.1947 -1.6134 4.3629
C 1.1944 -0.4763 4.4617
O -0.2802 -3.6704 7.6284
C -1.5018 -4.0168 8.2799
C -2.4142 -4.8031 7.3554
O 1.3676 -2.0174 7.5621
C 2.4005 -2.9904 7.3362
C 3.3431 -2.6026 6.2144
H -0.8257 -1.2242 4.3826
H 0.3236 -2.1375 3.4147
H 1.2748 -0.0939 5.4836
H 0.9069 0.3443 3.8037
H 2.1834 -0.8082 4.1599
H -2.0036 -3.1253 8.6533
H -1.2472 -4.6190 9.1545
H -2.4231 -4.3986 6.3445
H -3.4348 -4.8267 7.7402
H -2.0598 -5.8335 7.2715
H 1.9871 -3.9819 7.1676
H 2.9676 -3.0308 8.2677
H 2.9165 -2.8233 5.2379
H 4.2703 -3.1753 6.2864
H 3.5739 -1.5379 6.2407
*
```

The HOMO-LUMO gap is 5.54 eV. The LUMO energy comes out at 0.69 eV. The max |F| is 7.6 eV/Å.

Results of the Löwdin charge analysis, in e, for atoms 1 through 5:
1 C 0.121
2 C -0.175
3 C -0.107
4 C -0.421
5 C -0.076